[1]
Entry from OMol25: a structure of composition CHNO2S (the ωB97M-V functional and the def2-TZVPD basis).

Output
DFT total energy   -641.86649 a.u.
LUMO (alpha / beta)   -2.2 / -2.2 eV
Relative energy (zero: lowest compared OMol25 entry of this formula, charge and spin)   140.6 kcal/mol
2S+1   1
HOMO-LUMO gap (alpha / beta)   6.99 / 7.00 eV
Highest occupied orbital energy (alpha / beta)   -9.195 / -9.198 eV

```
6
Properties=species:S:1:pos:R:3:forces:R:3
C 1.103 0.104 0.309 3.6160 -1.4782 -2.3468
N -0.102 0.368 0.214 -1.7702 -1.0185 -0.2705
O -0.702 -0.953 -0.463 -4.0814 5.7076 3.1743
O -0.924 1.206 0.631 0.1478 -0.7462 -0.3899
S 2.310 -0.449 -0.605 -0.7606 1.0089 1.7728
H -1.686 -0.277 -0.086 2.8484 -3.4736 -1.9400
```
Forces are in eV/Å.

[2]
Entry from OMol25: a cluster of 2 separate species, C9H14 in total (the ωB97M-V functional and the def2-TZVPD basis).

Output
DFT total energy   -351.31311 a.u.
Structure (SMILES)   Cc1ccccc1.CC
LUMO   1.0 eV
Relative energy (zero: lowest compared OMol25 entry of this formula, charge and spin)   10.7 kcal/mol
2S+1   1
HOMO-LUMO gap   10.01 eV
Highest occupied orbital energy   -8.976 eV

```
23
Properties=species:S:1:pos:R:3:forces:R:3
C 1.923 -0.741 0.072 0.8515 -0.4500 -0.7741
C 0.672 -0.880 0.871 -0.2355 0.8049 -0.1760
C 0.134 -2.114 1.143 -1.2246 -0.8600 0.0586
C -1.089 -2.239 1.813 0.8053 0.4059 0.5948
C -1.633 -1.116 2.399 -0.4272 0.1126 0.2574
C -1.149 0.153 2.066 -0.7312 0.0177 -0.2723
C -0.056 0.272 1.244 1.2907 -0.6833 -0.1111
H 2.860 -0.606 0.619 -0.2846 0.1842 0.4320
H 1.903 0.042 -0.692 -0.2726 0.1293 0.2957
H 2.094 -1.659 -0.485 -0.0332 -0.1925 -0.1217
H 0.527 -3.073 0.837 0.6581 0.2430 -0.3969
H -1.517 -3.222 1.943 -0.0348 -0.0245 0.2097
H -2.414 -1.201 3.153 -0.2011 0.0074 -0.4977
H -1.766 1.008 2.325 0.3986 0.0900 0.3015
H 0.395 1.198 0.899 -0.5140 0.2287 0.2357
C -0.420 1.062 -2.267 0.3711 0.2441 -0.9500
C 0.168 2.464 -2.245 0.3128 0.1721 0.3900
H 0.345 0.295 -2.283 0.2590 -0.1152 0.4246
H -1.127 0.864 -1.470 -0.1115 0.0089 0.0434
H -0.876 0.940 -3.244 -0.6100 -0.1390 -0.0319
H -0.584 3.231 -2.402 -0.1959 0.0404 -0.0083
H 0.945 2.628 -2.987 -0.0567 -0.2321 -0.3385
H 0.664 2.696 -1.310 -0.0142 0.0074 0.4351
```
Forces are in eV/Å.

[3]
Entry from OMol25: a structure of composition C8H28N2OP2Sr (the ωB97M-V functional and the def2-TZVPD basis).

Output
DFT total energy   -1219.39222 a.u.
LUMO (alpha / beta)   0.2 / 0.1 eV
Relative energy (zero: lowest compared OMol25 entry of this formula, charge and spin)   135.3 kcal/mol
2S+1   1
HOMO-LUMO gap (alpha / beta)   2.85 / 3.08 eV
Highest occupied orbital energy (alpha / beta)   -2.616 / -2.958 eV

```
42
Properties=species:S:1:pos:R:3:forces:R:3
Sr -1.578 0.181 -0.013 -0.2687 -0.0695 -0.1233
H -3.962 -0.454 -0.513 -0.1720 0.2637 -0.1257
H -4.031 0.312 -0.530 -0.2285 -0.2960 0.0705
P 0.242 -2.482 -0.531 -1.8961 -0.4540 0.4327
P 0.411 2.603 -0.189 -1.4275 0.6304 0.2932
C 0.530 3.410 1.384 0.0960 0.9309 0.6214
H 0.651 4.493 1.246 0.0574 -0.1360 0.1810
H -0.371 3.237 1.991 0.1487 -0.0630 -0.3724
H 1.396 3.031 1.943 -0.0016 -0.0271 -0.1468
C 1.747 3.083 -1.255 0.7126 0.2933 -0.4995
H 1.626 2.628 -2.254 -0.0630 0.0147 0.4545
H 1.819 4.179 -1.376 -0.1982 -0.5008 0.1464
H 2.698 2.716 -0.831 -0.2923 -0.0116 -0.0594
C -1.168 2.980 -0.961 -0.2940 1.2326 -0.6085
H -2.049 2.815 -0.299 0.4449 -0.0375 0.0214
H -1.185 4.057 -1.193 -0.0736 -0.0824 -0.1732
H -1.319 2.461 -1.927 0.2337 -0.1149 0.2732
C 1.757 -3.035 -1.279 0.0996 -0.2456 -0.2114
H 1.694 -4.123 -1.315 0.2750 -0.0084 -0.1061
H 1.864 -2.625 -2.287 -0.0027 0.0115 0.1373
H 2.597 -2.719 -0.654 -0.0433 0.0258 -0.1109
C 0.250 -3.211 1.100 0.2074 -0.8277 0.8323
H -0.692 -3.090 1.658 0.3359 0.1323 -0.4738
H 0.409 -4.291 0.926 -0.0077 0.2319 0.2675
H 1.086 -2.854 1.717 -0.1704 0.0548 -0.2085
C -1.156 -3.227 -1.377 0.2600 -0.9431 -0.3857
H -1.290 -2.791 -2.379 -0.0236 -0.0247 0.3624
H -0.858 -4.283 -1.473 -0.3494 -0.2771 -0.3247
H -2.085 -3.144 -0.785 0.5841 0.1523 -0.2586
H 0.300 -1.070 -0.730 0.8624 1.6375 0.0496
H 0.576 1.178 -0.039 0.8821 -1.3156 -0.3677
C -2.756 -0.295 4.681 -0.0858 0.0433 0.0065
N -1.321 -0.009 4.567 -0.0854 -0.0993 0.5941
C -0.632 0.103 3.427 -0.7026 0.0862 -2.4236
N 0.707 0.336 3.511 -0.6325 -0.1056 0.2937
O -1.196 0.037 2.273 1.2730 -0.1105 2.6575
H -3.187 -0.427 3.689 0.2441 0.0900 0.0011
H -3.297 0.522 5.174 0.2998 -0.0593 -0.1411
H -2.947 -1.212 5.251 0.2903 0.1320 -0.0974
H -0.770 0.098 5.412 -0.4524 -0.0929 -0.1494
H 1.210 0.399 2.633 0.1103 -0.0510 0.2249
H 1.164 0.407 4.414 0.0539 -0.0092 -0.5534
```
Forces are in eV/Å.

[4]
Entry from OMol25: the molecule C7H9NS (the ωB97M-V functional and the def2-TZVPD basis).

Output
DFT total energy   -724.91834 a.u.
Structure (SMILES)   C=C1SC=C/C1=N\CC
LUMO   0.2 eV
Relative energy (zero: lowest compared OMol25 entry of this formula, charge and spin)   78.6 kcal/mol
2S+1   1
HOMO-LUMO gap   8.24 eV
Highest occupied orbital energy   -8.051 eV

```
18
Properties=species:S:1:pos:R:3:forces:R:3
C -3.457 -1.515 -1.003 1.2906 0.8379 1.7825
C -2.445 -0.874 -0.314 -0.3467 -0.1834 -0.2208
S -3.224 0.192 0.887 -1.3951 -0.5884 1.0119
C -2.368 1.574 0.389 2.9328 -2.3855 -1.4731
C -1.228 1.194 -0.268 -0.1733 1.8193 0.8356
C -0.896 -0.256 -0.310 1.3010 1.4296 -0.3820
N 0.367 -0.587 -0.204 -4.7230 -2.2186 -0.2358
C 1.532 0.191 0.044 0.2422 1.4240 -0.3050
C 2.016 0.004 1.489 -2.2284 1.2875 1.2055
H -4.542 -1.379 -0.647 1.9980 -0.1729 -0.6937
H -3.268 -2.202 -1.790 0.1593 -0.4752 -0.6438
H -2.708 2.497 0.707 -0.3069 1.8490 0.3364
H -0.403 1.892 -0.504 -0.8674 -0.3322 -0.0359
H 1.557 1.271 -0.228 -0.8508 -0.2560 0.4176
H 2.241 -0.161 -0.678 0.7603 -0.6828 -0.1036
H 2.320 0.939 1.967 -0.2059 0.3749 -0.4000
H 1.192 -0.357 2.185 1.0155 0.0405 -1.1101
H 2.880 -0.556 1.582 1.3980 -1.7676 0.0142
```
Forces are in eV/Å.

Question: Which value of relative energy (zero: lowest compared OMol25 entry of this formula, charge and spin) does entry 3 give?
Answer: 135.3 kcal/mol

Question: The lowest DFT total energy belongs to which entry?
Answer: C8H28N2OP2Sr

Question: What is the 2S+1 in the second record?
Answer: 1